[1]
Computed, not measured: C4H3I2NS2 as an isolated structure, with the ωB97M-V functional and the def2-TZVPD basis.

## Properties
- LUMO energy: -0.5 eV
- Orbital gap: 8.3 eV
- E_HOMO: -8.8 eV

Geometry as XYZ:
```
12
Properties=species:S:1:pos:R:3:forces:R:3
C -2.201220 0.334003 0.713870 -1.2890 -0.9951 -0.3863
C -0.926474 0.811538 0.716579 0.0017 -1.1005 0.0938
C -3.166470 1.397974 0.677601 -1.8611 -1.4160 1.7342
C 0.321350 0.032236 0.753928 -0.3507 -2.8343 0.7169
N -2.665743 2.554779 0.811536 1.0408 2.2911 -0.6639
S -0.998855 2.475795 0.746376 -0.7094 1.2418 0.2505
S -5.055554 1.311938 1.055795 2.4258 -0.0276 -0.5123
I -2.854141 -1.664634 0.809225 0.5228 0.4737 -0.0468
I -5.826633 0.375728 -0.959524 -0.1835 -0.1036 -0.2902
H 0.610858 -0.395364 1.718205 -0.0852 1.1684 0.7682
H 0.127711 -0.993809 0.394579 -0.1499 0.5240 -1.0339
H 1.201412 0.396511 0.297851 0.6377 0.7781 -0.6302
```
Positions in Å, forces in eV/Å.

Results of the Mulliken charge analysis, in e, for atoms 1 through 5: atom 1 (C): -0.630, atom 2 (C): 1.074, atom 3 (C): 0.108, atom 4 (C): -1.230, atom 5 (N): -0.427

***

[2]
Computed, not measured: C18H20MoN12O2PS3 as an isolated structure, with the ωB97M-V functional and the def2-TZVPD basis.

## Properties
- LUMO energy (spin up / spin down): -7.7 / -9.0 eV
- Orbital gap (spin up / spin down): 6.8 / 5.4 eV
- 2S+1: 2
- Charge: +2
- E_HOMO (spin up / spin down): -14.4 / -14.4 eV

Geometry as XYZ:
```
57
Properties=species:S:1:pos:R:3:forces:R:3
Mo 0.556521 0.396495 0.012961 -0.9175 0.2503 0.2883
N -1.125402 -1.671328 -2.384179 -0.0214 0.0751 0.0625
C -0.194229 -2.228468 -1.529593 -0.2571 0.1306 -0.2353
N 0.070814 -3.498898 -1.494956 0.3073 -0.1165 0.2436
N 1.069738 -3.608589 -0.571795 -0.1315 0.0246 -0.1319
N 1.370820 -2.480528 -0.078732 -0.1459 0.0470 -0.0961
N 0.571873 -1.516771 -0.661003 0.1386 -0.2671 0.1450
C -1.184372 -0.336701 -2.549927 -0.0910 -0.3195 -0.1791
N -1.699425 0.336676 -3.597224 0.1561 0.3623 0.0832
N -1.373452 1.599010 -3.401647 -0.0975 -0.2425 -0.0638
N -0.753697 1.687165 -2.274641 0.0464 0.0936 0.0466
N -0.621752 0.488452 -1.680525 0.0724 0.2619 0.2214
H -1.598292 -2.280532 -3.038479 0.0106 -0.0234 0.0002
N 4.653049 1.453253 -0.601811 -0.0341 0.0758 -0.1108
C 5.555178 0.499554 -0.148331 0.0085 -0.1176 0.1379
C 6.910778 0.611946 -0.423721 -0.0404 0.0225 0.0095
C 7.771369 -0.352775 0.058288 0.0334 -0.1148 0.0617
C 7.302606 -1.439755 0.820177 0.1082 0.0888 -0.0814
C 5.968251 -1.560480 1.102006 -0.1135 0.0826 -0.0653
C 5.074830 -0.583651 0.614216 0.4616 0.1043 -0.0964
S 3.447266 -0.738189 1.035996 -0.2987 -0.3457 0.2509
N 2.669708 0.409800 0.123110 0.5823 0.2134 -0.1588
C 3.320356 1.358261 -0.552433 -0.0475 -0.1459 0.0688
C 2.455895 2.276970 -1.271566 -0.1310 -0.0564 0.1154
C 2.874526 3.155967 -2.199312 -0.0469 0.1730 -0.1692
C 1.887400 3.914907 -2.944535 0.1648 -0.0499 0.0316
C 0.586990 3.721723 -2.733420 -0.0975 -0.0189 -0.0029
C 0.096493 2.784496 -1.677826 0.0243 -0.1280 -0.0272
N 1.128680 2.057838 -0.946756 0.0806 -0.0496 -0.1063
H 5.036650 2.243168 -1.103331 0.0040 -0.0064 0.0045
H 7.285704 1.442101 -1.009545 -0.0097 -0.0030 0.0010
H 8.828223 -0.271807 -0.158312 -0.0076 -0.0091 0.0094
H 7.998069 -2.185168 1.179826 0.0126 0.0168 -0.0064
H 5.593468 -2.397050 1.679296 -0.0204 0.0204 -0.0021
H 3.920141 3.282871 -2.443935 -0.0082 0.0015 -0.0113
H 2.220891 4.622177 -3.690871 0.0088 -0.0074 0.0087
H -0.166294 4.257636 -3.296406 0.0014 -0.0089 0.0058
H -0.555501 3.301853 -0.970933 -0.0224 0.0147 0.0204
C -2.992131 2.221443 4.390112 -0.0153 0.0159 0.0144
C -2.080287 1.032105 4.514450 0.0918 -0.1313 -0.0813
O -0.695887 1.417026 4.160673 -0.1112 0.2601 0.2738
P -0.038788 1.275658 2.770275 0.2025 -0.0141 -0.0545
S -1.160111 1.722274 1.167001 0.2359 -0.1761 -0.3835
S 0.628642 -0.562527 2.311561 0.1519 0.0216 -0.2332
O 1.175408 2.285576 2.782239 -0.2525 0.0172 0.1513
C 2.055276 2.389912 3.946231 0.0744 -0.0296 0.0397
C 3.362643 2.965517 3.468876 0.0538 0.0171 -0.0073
H -3.989595 1.935053 4.725008 0.0050 -0.0038 -0.0017
H -3.070306 2.563690 3.358269 0.0014 0.0045 0.0049
H -2.647152 3.043691 5.015299 0.0038 -0.0109 -0.0017
H -2.369288 0.201803 3.869360 -0.0351 0.0042 -0.0013
H -1.996735 0.672393 5.534886 -0.0019 -0.0020 0.0163
H 2.183568 1.398040 4.384503 -0.0039 -0.0031 0.0016
H 1.565516 3.033742 4.673541 -0.0272 0.0070 -0.0222
H 3.902822 2.254215 2.837680 -0.0496 0.0202 -0.0056
H 3.997007 3.202805 4.322809 -0.0141 -0.0238 0.0049
H 3.190426 3.884654 2.908997 0.0082 -0.0015 0.0134
```
Positions in Å, forces in eV/Å.

Results of the Mulliken charge analysis, in e, for atoms 1 through 5: atom 1 (Mo): -0.317, atom 2 (N): -0.069, atom 3 (C): 0.208, atom 4 (N): -0.422, atom 5 (N): -0.566

***

[3]
Computed, not measured: C25H28N10NiO2P as an isolated structure, with the ωB97M-V functional and the def2-TZVPD basis.

## Properties
- LUMO energy (spin up / spin down): 2.4 / 2.4 eV
- ΔE to the lowest compared entry with this formula, charge and spin: 0.0 kJ/mol
- Orbital gap (spin up / spin down): 7.3 / 7.3 eV
- 2S+1: 3
- Charge: -1
- E_HOMO (spin up / spin down): -4.9 / -4.9 eV

Geometry as XYZ:
```
67
Properties=species:S:1:pos:R:3:forces:R:3
Ni -0.174663 -0.473736 -0.057697 -0.0009 0.0420 -0.3069
C 2.779631 0.902932 0.287669 -0.0289 -0.0232 0.0363
N 1.939132 -0.267563 0.049839 0.0284 0.0206 -0.0124
C 2.516455 -1.406659 -0.091949 -0.0370 -0.1011 0.0190
C 1.733969 -2.584855 -0.282164 0.0841 0.1552 -0.0234
C 2.085502 -3.927857 -0.438572 -0.0635 -0.0687 -0.0262
C 0.876137 -4.620542 -0.566613 0.0641 0.0186 0.0180
C -0.137941 -3.655973 -0.476490 -0.0023 0.0498 -0.0481
N 0.376810 -2.433482 -0.311592 -0.0164 -0.0665 0.1490
C 3.399600 0.914228 1.666556 -0.0166 0.0024 0.0015
C 4.750393 1.185155 1.839570 0.0111 0.0027 -0.0053
C 5.313740 1.212178 3.110199 0.0034 0.0020 -0.0117
C 4.525633 0.962639 4.221701 -0.0119 0.0015 0.0097
C 3.173049 0.685954 4.055907 0.0163 -0.0011 0.0030
C 2.614010 0.661503 2.789317 0.0117 0.0069 -0.0029
H 2.151177 1.786650 0.169036 -0.0103 -0.0044 -0.0113
H 3.578267 0.961029 -0.461142 -0.0017 0.0064 -0.0007
H 3.606824 -1.494281 -0.053950 -0.0057 0.0086 -0.0062
H 3.085465 -4.334165 -0.446579 0.0144 -0.0099 -0.0066
H 0.739815 -5.682414 -0.699329 0.0005 -0.0159 -0.0001
H -1.207334 -3.805395 -0.534563 -0.0154 -0.0009 0.0100
H 5.369571 1.376867 0.970095 0.0077 0.0020 -0.0010
H 6.369565 1.423388 3.227580 0.0041 0.0022 0.0006
H 4.960655 0.978931 5.213178 0.0024 0.0009 0.0030
H 2.549465 0.485785 4.918087 -0.0025 -0.0006 0.0094
H 1.564582 0.432706 2.657856 -0.0018 0.0022 -0.0016
C 1.673800 1.640722 -2.962041 0.0898 0.0371 -0.0302
P 0.125240 0.782978 -3.206676 0.0244 -0.1204 0.1855
C 0.233583 0.042955 -4.847259 -0.0063 -0.0314 -0.0491
C -1.156210 2.030272 -3.339921 -0.0655 0.0530 -0.0160
O -0.149860 -0.285090 -2.193823 -0.0425 0.0416 -0.0801
H 1.848586 2.357682 -3.765242 0.0033 0.0208 0.0186
H 2.481073 0.907681 -2.934948 -0.0138 -0.0196 -0.0046
H 1.635653 2.177097 -2.017181 -0.0377 0.0481 0.0447
H 0.472547 0.789240 -5.604872 0.0046 0.0102 -0.0136
H -0.718765 -0.428231 -5.091810 -0.0018 -0.0014 0.0022
H 1.006191 -0.725471 -4.831994 0.0074 -0.0036 0.0000
H -0.983143 2.661044 -4.212997 0.0008 0.0181 0.0105
H -1.162754 2.654636 -2.449294 0.0146 -0.0043 0.0672
H -2.123978 1.535510 -3.431723 0.0050 -0.0219 -0.0140
C -5.305168 -2.533378 0.861291 -0.0015 0.0308 0.0108
N -4.190233 -2.009285 0.093618 -0.0282 0.0091 0.0174
C -3.992285 -2.072943 -1.264637 0.0055 -0.0192 -0.0183
C -2.795432 -1.464534 -1.498479 -0.0099 0.0263 0.0019
N -2.261770 -1.024979 -0.312023 -0.0129 -0.0403 -0.0099
C -3.125990 -1.377384 0.614795 0.0952 0.1056 0.0053
H -5.360361 -3.616019 0.753002 -0.0115 0.0025 -0.0036
H -6.238345 -2.084058 0.522883 0.0016 -0.0125 -0.0063
H -5.147781 -2.288550 1.911341 0.0086 -0.0270 -0.0142
H -4.700474 -2.546408 -1.921126 -0.0074 -0.0027 -0.0180
H -2.258446 -1.329158 -2.419137 0.0049 -0.0089 -0.0239
H -3.039485 -1.211757 1.672481 -0.0273 -0.0163 0.0095
N -3.951763 -1.754178 4.116878 -0.0257 0.0573 0.0251
C -2.889005 -1.284086 4.107741 -0.1477 -0.1876 -0.0825
N -1.686793 -0.753725 4.122109 0.1835 0.1988 0.2511
C -1.066232 -0.658291 2.991976 -0.0068 -0.2371 -0.1428
N -0.497850 -0.568866 1.980662 -0.0120 0.1372 0.2519
N -2.141728 2.059309 1.150855 -0.0362 0.0058 0.0097
C -1.111666 2.475976 0.366861 0.0744 -0.0014 0.1020
O -0.267971 1.649052 -0.060909 -0.1050 -0.1058 -0.1957
C -1.034449 3.859048 0.030509 0.0246 0.0056 -0.0263
C -1.991440 4.776039 0.517908 0.0464 -0.0112 -0.1960
N -2.810813 5.490703 0.911820 -0.0094 0.0017 0.1026
C 0.007233 4.300108 -0.813721 -0.0914 0.0899 0.1210
N 0.848192 4.667177 -1.517918 0.0523 -0.0617 -0.0674
H -2.664918 2.740247 1.675347 -0.0240 0.0033 -0.0336
H -2.046527 1.135886 1.539699 0.0443 0.0000 0.0146
```
Positions in Å, forces in eV/Å.

Results of the Mulliken charge analysis, in e, for atoms 1 through 5: atom 1 (Ni): 1.038, atom 2 (C): -1.109, atom 3 (N): 0.862, atom 4 (C): -0.105, atom 5 (C): -0.187

***

[4]
Computed, not measured: C5H11NO as an isolated structure, with the ωB97M-V functional and the def2-TZVPD basis.

## Properties
- LUMO energy: 0.9 eV
- ΔE to the lowest compared entry with this formula, charge and spin: 665.1 kJ/mol
- Orbital gap: 7.9 eV
- E_HOMO: -7.0 eV

Geometry as XYZ:
```
18
Properties=species:S:1:pos:R:3:forces:R:3
C 2.074792 0.354885 -1.302559 0.0092 0.0359 0.0074
C 1.234205 -0.541476 -0.429663 0.0963 -0.0866 -0.1454
C 1.222189 -0.417349 1.051684 0.1424 -0.0559 0.2162
N 0.101383 0.057058 0.255721 -0.1372 0.0802 0.0008
C -1.154254 -0.643271 0.317407 0.0331 -0.0218 -0.3451
C -2.235952 0.265587 0.019367 -0.0112 -0.2515 -0.0121
O -1.986052 1.481998 -0.378877 0.1591 -0.0210 0.0636
H 1.599242 0.509200 -2.277845 0.0654 -0.0317 0.1329
H 3.065773 -0.081129 -1.470778 -0.1400 0.0541 0.0249
H 2.204263 1.332380 -0.826385 -0.0160 -0.1424 -0.0601
H 1.060567 -1.545952 -0.820763 0.0041 0.1524 0.0787
H 1.823236 0.351168 1.535262 -0.0866 -0.1183 -0.1031
H 1.053997 -1.315992 1.642264 0.0244 0.1208 -0.1001
H -1.223110 -1.666532 -0.053203 -0.0272 0.1323 0.0533
H -1.896349 -0.185682 1.426379 -0.2549 0.1719 0.1657
H -3.244874 -0.091755 -0.154274 0.1650 0.0264 0.0773
H -2.696723 0.576190 1.739692 0.0989 -0.0629 -0.0193
H -1.002327 1.560677 -0.273435 -0.1250 0.0179 -0.0357
```
Positions in Å, forces in eV/Å.

Results of the Mulliken charge analysis, in e, for atoms 1 through 5: atom 1 (C): -1.457, atom 2 (C): 0.177, atom 3 (C): -0.550, atom 4 (N): -0.196, atom 5 (C): -0.093